# 1
Computed, not measured: a single CH3NO2S2 molecule at a distorted geometry, with ωB97M-V/def2-TZVPD.

Last column: Löwdin charge in e.
Cartesian coordinates (Å):
1 C -0.66812 -1.19486 0.75290  -0.34
2 N -0.37285 1.20196 -0.48669  -0.17
3 O -0.46350 -2.04792 1.51634  0.13
4 O 0.70203 -1.00115 -1.18791  -0.41
5 S 2.17703 0.72601 0.67829  0.26
6 S 0.55141 -0.06347 -0.04415  0.29
7 H -1.25561 -1.14699 -0.18823  0.11
8 H -0.47735 1.72585 0.30265  0.01
9 H -0.19304 1.80056 -1.34322  0.13

Cartesian forces (eV/Å) of the 6 atoms listed first:
C 0.18 -0.20 -2.14
N -1.16 -0.69 -3.37
O -0.15 -0.10 1.25
O -0.43 1.27 1.23
S -0.71 -0.92 0.31
S 4.02 0.54 -1.85

Properties
- SMILES: N[S@@](=O)(=S)C=O
- Highest occupied orbital energy: -9.3659 eV
- Calculated total energy: -28338.1739 eV
- Energy above the lowest of the compared OMol25 structures with the same formula, charge and spin: 2.248 eV
- HOMO-LUMO gap: 8.8 eV
- Total charge: 0

=====

# 2
Computed, not measured: 2 unconnected molecules or ions with the total composition CH3NO2S2 at a distorted geometry, with ωB97M-V/def2-TZVPD.

Last column: Löwdin charge in e.
Cartesian coordinates (Å):
1 C 1.22052 -0.04939 0.61759  -0.85
2 N -0.95900 0.62728 -0.73188  -0.07
3 O -1.10760 -1.05337 1.14647  -0.31
4 O -0.26354 -1.79957 -1.01193  -0.29
5 S 2.72644 -0.23847 0.19758  0.71
6 S -0.36068 -0.77773 -0.02368  0.47
7 H 0.90688 1.12463 1.63579  0.20
8 H -1.72018 1.02805 -0.33680  0.02
9 H -0.44284 1.13856 -1.49315  0.12

Cartesian forces (eV/Å) of the 6 atoms listed first:
C -0.75 3.23 2.18
N 3.79 -1.78 -1.95
O -0.73 0.22 0.77
O 1.01 0.39 -0.06
S -0.25 -0.45 -0.18
S -0.03 1.64 -0.76

Properties
- Highest occupied orbital energy: -9.4446 eV
- Calculated total energy: -28337.3696 eV
- Energy above the lowest of the compared OMol25 structures with the same formula, charge and spin: 3.052 eV
- HOMO-LUMO gap: 8.3 eV
- Total charge: 0

=====

# 3
Computed, not measured: 2 unconnected molecules or ions with the total composition CH3NO3 at a distorted geometry, with ωB97M-V/def2-TZVPD.

Last column: Löwdin charge in e.
Cartesian coordinates (Å):
1 C 0.43025 -0.76215 -1.12916  -0.02
2 N 0.25031 -0.01847 0.97502  -0.09
3 O 1.01151 0.14825 -1.67481  -0.01
4 O -0.90323 -0.45418 1.53467  -0.04
5 O 0.01497 1.31179 0.58199  -0.05
6 H 0.22451 -1.81168 -1.48728  0.10
7 H -1.54209 0.25327 1.39695  0.09
8 H 0.51376 1.33318 -0.19738  0.01

Cartesian forces (eV/Å) of the 6 atoms listed first:
C 1.14 2.25 0.03
N 0.01 -0.15 -1.08
O -1.42 -2.41 0.77
O 0.18 -0.04 0.23
O -1.31 -1.02 2.56
H 0.29 0.56 0.01

Properties
- Highest occupied orbital energy (alpha / beta): -8.6384 / -8.2791 eV
- Calculated total energy: -8712.2964 eV
- Energy above the lowest of the compared OMol25 structures with the same formula, charge and spin: 4.670 eV
- HOMO-LUMO gap (alpha / beta): 8.9 / 8.5 eV
- Total charge: 0

=====

# 4
Computed, not measured: 2 unconnected molecules or ions with the total composition CH3NO3 at a distorted geometry, with ωB97M-V/def2-TZVPD.

Last column: Löwdin charge in e.
Cartesian coordinates (Å):
1 C 1.14857 0.23071 -0.11237  -0.36
2 N 2.05205 -0.47910 0.25206  0.22
3 O -1.78681 0.06747 -0.21888  -0.07
4 O 0.38854 1.07287 -0.51234  0.06
5 O -0.79514 -0.77011 0.41676  -0.29
6 H -1.10051 0.85776 -0.27378  0.11
7 H 2.65149 -1.20017 -0.09045  0.09
8 H -2.55818 0.22056 0.53900  0.24

Cartesian forces (eV/Å) of the 6 atoms listed first:
C 0.00 -0.40 -0.66
N -1.34 1.52 -0.06
O -2.24 1.57 2.41
O 1.91 0.22 0.40
O -0.11 -2.05 0.93
H -0.95 -0.55 -0.21

Properties
- Highest occupied orbital energy: -9.0445 eV
- Calculated total energy: -8712.9189 eV
- Energy above the lowest of the compared OMol25 structures with the same formula, charge and spin: 4.048 eV
- HOMO-LUMO gap: 9.4 eV
- Total charge: 0

=====

# 5
Computed, not measured: a single CH3NO3 molecule at a distorted geometry, with ωB97M-V/def2-TZVPD.

Last column: Löwdin spin population.
Cartesian coordinates (Å):
1 C 0.58376 -0.27820 0.67583  0.48
2 N 1.54154 -1.02044 0.51299  0.25
3 O -0.58520 1.31066 -1.19265  0.26
4 O 0.18225 -0.18515 1.94779  0.15
5 O 0.03138 0.12024 -0.91769  0.81
6 H -0.17629 0.69231 2.35694  0.01
7 H 1.91849 -1.11901 -0.40607  0.02
8 H -1.47848 1.14015 -0.88597  0.01

Cartesian forces (eV/Å) of the 6 atoms listed first:
C 0.75 1.37 5.74
N 1.82 -1.32 -0.86
O 0.49 -0.59 -0.72
O -2.01 1.51 3.31
O -1.43 1.37 -5.33
H 0.91 -2.27 -2.14

Properties
- Highest occupied orbital energy (alpha / beta): -6.1776 / -10.3761 eV
- Calculated total energy: -8709.0148 eV
- Energy above the lowest of the compared OMol25 structures with the same formula, charge and spin: 2.888 eV
- HOMO-LUMO gap (alpha / beta): 6.6 / 7.5 eV
- Spin multiplicity: 3
- Total charge: 0

=====

# 6
Computed, not measured: a gas-phase ion, CH3NO3P (charge -1) at a distorted geometry, with ωB97M-V/def2-TZVPD.

Last column: Löwdin charge in e.
Cartesian coordinates (Å):
1 C 1.14368 -0.48707 -0.44365  -0.38
2 N -1.44355 -0.80397 0.39579  -0.26
3 O 0.08812 1.00486 1.76453  -0.37
4 O 1.35340 -0.63472 -1.64029  -0.09
5 O -0.43624 1.63438 -0.64652  -0.21
6 P -0.14805 0.48213 0.43561  0.30
7 H 1.67527 -1.21676 0.33133  0.09
8 H -1.38181 -1.30776 1.26791  -0.15
9 H -0.85081 1.32891 -1.46471  0.06

Cartesian forces (eV/Å) of the 6 atoms listed first:
C 1.02 -1.72 0.72
N 3.27 3.63 -1.57
O 1.53 1.28 1.60
O -0.26 0.60 1.04
O -0.43 0.40 -0.29
P -4.96 -5.03 -1.22

Properties
- SMILES: N=[P@]([O-])(O)C=O
- Highest occupied orbital energy (alpha / beta): -3.3527 / -3.3520 eV
- Calculated total energy: -18008.5301 eV
- Energy above the lowest of the compared OMol25 structures with the same formula, charge and spin: 2.030 eV
- HOMO-LUMO gap (alpha / beta): 7.4 / 7.4 eV
- Total charge: -1

=====

# 7
Computed, not measured: a single CH3NO3S molecule at a distorted geometry, with ωB97M-V/def2-TZVPD.

Last column: Löwdin charge in e.
Cartesian coordinates (Å):
1 C 1.97136 -1.07558 -0.11972  -0.48
2 N -2.20930 0.86010 -0.18680  -0.01
3 O 0.72190 -0.69574 0.08254  -0.35
4 O 2.99293 -0.46583 -0.07781  0.06
5 O -0.85276 1.08408 -0.53220  -0.57
6 S 0.32752 0.92481 0.53197  1.02
7 H 1.91969 -2.25686 -0.35844  0.18
8 H -2.72785 1.59468 0.24149  0.07
9 H -2.14349 0.03035 0.41897  0.08

Cartesian forces (eV/Å) of the 6 atoms listed first:
C 0.84 -3.14 -0.86
N 0.27 -3.17 -0.10
O -0.93 0.72 0.74
O -0.38 0.40 0.20
O -0.28 1.71 -0.86
S 0.41 -0.69 0.08

Properties
- SMILES: NOSOC=O
- Highest occupied orbital energy: -9.6006 eV
- Calculated total energy: -19550.0834 eV
- Energy above the lowest of the compared OMol25 structures with the same formula, charge and spin: 3.231 eV
- HOMO-LUMO gap: 9.9 eV
- Total charge: 0

=====

# 8
Computed, not measured: a single CH3NO3S molecule at a distorted geometry, with ωB97M-V/def2-TZVPD.

Last column: Löwdin charge in e.
Cartesian coordinates (Å):
1 C -0.48543 0.36226 0.54857  -0.34
2 N 0.42469 -0.36958 -0.02077  -0.21
3 O 2.05188 1.39490 -0.48329  -0.26
4 O 2.91443 -0.95931 -0.35196  -0.45
5 O -1.63054 0.57554 -0.03665  0.00
6 S 2.09647 0.00949 0.41790  0.96
7 H 1.18084 1.65507 -0.35913  -0.02
8 H 0.38848 -0.98442 -0.90262  0.15
9 H -1.82375 -0.07134 -0.86830  0.17

Cartesian forces (eV/Å) of the 6 atoms listed first:
C 0.13 1.65 0.80
N 0.74 -2.07 -1.59
O 3.11 -1.60 0.13
O -1.40 1.63 1.19
O -1.01 -2.67 -2.35
S 0.83 -1.34 -1.59

Properties
- Highest occupied orbital energy: -9.4869 eV
- Calculated total energy: -19550.2979 eV
- Energy above the lowest of the compared OMol25 structures with the same formula, charge and spin: 3.017 eV
- HOMO-LUMO gap: 9.8 eV
- Total charge: 0

=====

# 9
Computed, not measured: 2 unconnected molecules or ions with the total composition CH3NO3S at a distorted geometry, with ωB97M-V/def2-TZVPD.

Last column: Löwdin charge in e.
Cartesian coordinates (Å):
1 C -1.90655 -0.55970 -1.11324  -0.10
2 N 1.88137 0.55927 1.10578  -0.81
3 O 1.27142 0.47791 -0.08060  0.00
4 O 3.05555 0.90427 1.11734  -0.01
5 O -0.96035 -0.85975 -0.47065  0.00
6 S 1.02107 0.37917 2.48629  0.67
7 H -1.81747 -0.07777 -2.08062  0.08
8 H -3.07066 -0.67413 -0.79515  0.13
9 H 0.52562 -0.14927 -0.16915  0.04

Cartesian forces (eV/Å) of the 6 atoms listed first:
C -3.45 0.51 -0.30
N 1.11 0.65 1.91
O 1.40 0.66 -1.56
O -1.58 -0.59 -1.25
O 0.56 -0.65 1.05
S -0.47 -0.41 -0.08

Properties
- SMILES: [O-][N+](O)=S.C=O
- Highest occupied orbital energy: -9.0986 eV
- Calculated total energy: -19548.6165 eV
- Energy above the lowest of the compared OMol25 structures with the same formula, charge and spin: 4.698 eV
- HOMO-LUMO gap: 8.6 eV
- Total charge: 0

=====

# 10
Computed, not measured: a molecular structure, CH3NO4S at a distorted geometry, with ωB97M-V/def2-TZVPD.

Last column: Löwdin charge in e.
Cartesian coordinates (Å):
1 C 0.06347 0.00093 0.06061  -0.06
2 N -1.51888 0.16707 1.68158  0.00
3 O -2.56320 0.57896 2.11183  -0.10
4 O -4.01071 -0.57573 0.20824  -0.43
5 O -3.82671 1.81418 -0.00614  -0.41
6 O -1.14875 0.56283 0.44999  -0.09
7 S -4.32045 0.72700 0.74755  0.84
8 H 0.06004 -0.02108 -0.99020  0.08
9 H 0.07406 -0.95500 0.34614  0.04
10 H 1.06275 0.48130 0.40006  0.14

Cartesian forces (eV/Å) of the 6 atoms listed first:
C 2.58 2.45 -0.13
N 0.43 -0.71 1.54
O 2.22 -0.03 -0.81
O -0.45 0.21 0.32
O 0.12 1.47 -0.68
O -2.06 1.81 0.67

Properties
- Highest occupied orbital energy: -10.5379 eV
- Calculated total energy: -21596.6231 eV
- Energy above the lowest of the compared OMol25 structures with the same formula, charge and spin: 1.996 eV
- HOMO-LUMO gap: 9.7 eV
- Total charge: 0